[1]
ORCA calculation (wB97M-V/def2-TZVPD) on C32H41N5O3S3SbSe4SiTl as an isolated structure.

```
91
Properties=species:S:1:pos:R:3:lowdin_charge:R:1
C -0.26 2.76 2.37 -0.035
H 3.31 -4.14 -1.60 0.064
N 0.91 -3.07 -1.74 0.028
H -1.53 3.31 -1.16 0.093
H -2.33 -3.52 -2.56 0.073
C 4.43 0.38 0.53 -0.282
H -4.54 -1.95 -1.97 0.022
C -2.14 1.94 -3.32 -0.053
O -2.63 -2.97 4.57 -0.304
Se 3.88 3.08 -2.07 -0.161
N 3.05 0.84 0.35 -0.076
S 0.68 2.47 -0.92 0.815
S -2.27 -1.64 4.17 0.625
H -0.20 0.21 8.34 0.097
O 0.06 1.33 -0.16 -0.636
H -2.88 1.91 -2.52 0.102
O -3.35 -0.71 3.96 -0.308
C -2.48 3.42 3.02 -0.090
C -1.37 2.60 3.18 -0.064
C -1.10 -0.96 5.33 -0.224
H 3.32 -4.78 -3.26 0.074
Se 5.36 -0.61 -2.94 -0.152
C 0.09 -0.83 4.65 -0.239
H 3.98 -1.26 1.86 0.057
C -3.63 -1.34 -2.05 -0.174
H -2.97 -0.27 1.55 -0.006
Se 3.31 1.49 -5.77 -0.214
C 1.48 -3.86 -2.66 -0.347
H -3.31 5.08 1.93 0.094
H 2.15 -0.25 4.77 0.095
S 1.31 -1.17 2.22 0.738
H -1.27 -4.93 -4.29 0.097
C -2.45 4.43 2.06 -0.094
H 3.07 1.74 -0.16 -0.085
H 4.95 0.93 1.32 0.112
H 1.22 -5.12 -4.38 0.093
H 3.42 -3.04 -2.99 0.039
C -0.43 -2.85 -1.73 -0.489
C -0.66 -4.40 -3.57 -0.088
H 1.95 0.40 7.17 0.099
C -0.23 3.74 1.37 -0.279
H 4.06 -1.75 -1.03 -0.038
C 1.21 -0.34 5.30 -0.035
H 3.52 -2.81 0.14 0.070
C -0.13 -0.09 7.30 -0.084
H -2.21 -0.69 7.15 0.117
H -1.83 0.56 0.50 -0.001
C -0.67 3.31 -1.82 -0.261
C 0.73 -4.52 -3.62 -0.067
N -1.24 -1.69 2.89 -0.058
H -3.55 0.58 0.12 0.026
Si -2.53 -1.59 -0.51 0.430
C -0.06 -1.26 3.22 -0.752
H -1.39 1.82 3.93 0.096
H 2.61 0.99 1.25 0.025
C -1.44 1.31 -5.53 -0.091
C 1.09 0.02 6.64 -0.076
C -0.95 2.63 -3.12 -0.310
H -3.94 -0.30 -2.13 0.000
C -0.24 1.98 -5.34 -0.121
H 5.45 -1.48 0.89 0.110
Tl 1.24 -0.92 -0.53 0.421
H 0.96 4.73 -0.14 0.090
C 4.42 -1.11 0.88 -0.278
C -1.34 4.58 1.24 -0.063
C 0.88 3.79 0.39 -0.256
H -3.33 0.78 -4.66 0.092
H 0.60 2.11 2.50 0.104
N -0.86 -1.89 -0.89 -0.101
H -0.29 4.32 -1.99 0.102
H -1.63 0.80 -6.46 0.095
H 1.85 3.56 0.83 0.081
H -4.20 -2.90 0.81 0.026
H -2.56 -3.41 1.20 0.012
Sb 3.56 1.01 -3.40 -0.228
C 0.00 2.65 -4.15 -0.109
N 3.60 -1.83 -0.11 -0.053
C -1.25 -0.59 6.65 -0.044
H 0.53 1.97 -6.10 0.029
H -3.32 -3.96 -0.30 0.015
C -2.74 -0.04 0.51 -0.155
Se 1.34 -0.10 -2.77 0.241
H -3.36 3.27 3.63 0.099
H -1.33 5.36 0.49 0.109
H -3.13 -1.60 -2.98 0.013
C -2.40 1.30 -4.52 -0.097
C -1.25 -3.61 -2.62 -0.044
H 4.97 0.54 -0.40 0.022
C 2.97 -3.97 -2.62 -0.035
C -3.22 -3.11 0.38 -0.176
H 0.93 3.18 -4.01 0.096
```

The net charge is -2. Its energy relative to the best compared isomer or geometry (same formula, charge and spin) is 21.39 kcal/mol. The calculation puts the gap between HOMO and LUMO at 5.4 eV.

***

[2]
ORCA calculation (wB97M-V/def2-TZVPD) on C32H41N7NaO5PSSi as an isolated structure.

```
89
Properties=species:S:1:pos:R:3:lowdin_charge:R:1
N 12.51 11.35 10.38 0.117
H 12.52 9.24 17.11 0.091
H 6.73 11.06 22.53 0.068
C 11.44 12.41 12.27 -0.009
N 11.63 11.10 17.31 0.069
H 15.70 14.08 25.40 0.025
C 13.08 9.24 23.78 -0.046
C 15.29 14.82 24.64 -0.224
H 14.23 7.35 24.02 0.102
C 13.73 8.27 25.93 -0.114
H 11.76 11.06 26.29 0.105
C 13.09 9.37 26.59 -0.089
C 7.35 10.89 21.66 -0.095
C 11.91 6.46 18.48 -0.173
H 18.48 13.62 24.58 0.036
H 13.11 9.53 27.67 0.086
O 14.93 8.40 11.22 -0.370
C 12.35 10.23 15.16 0.011
H 13.77 14.88 18.25 0.129
C 11.22 12.21 16.70 -0.132
C 16.47 16.10 21.99 -0.229
H 15.78 15.70 21.18 0.027
C 11.42 12.41 15.34 -0.006
S 14.14 9.35 10.45 0.418
C 12.46 10.28 24.43 -0.222
P 12.71 7.28 19.90 0.642
H 10.24 14.89 20.39 0.096
Si 16.53 14.71 23.17 0.343
C 13.04 10.51 11.27 -0.402
H 15.00 7.02 19.19 0.050
C 9.74 10.95 22.64 -0.125
C 11.97 11.41 14.52 -0.162
C 12.17 14.61 19.48 -0.593
C 15.96 13.30 22.13 -0.171
H 12.33 6.09 21.95 0.058
H 11.45 12.14 24.20 0.102
H 8.03 10.47 18.48 0.085
C 11.76 6.86 21.38 -0.169
H 14.16 9.53 20.14 -0.025
H 11.26 7.25 18.06 0.056
H 14.30 7.55 26.57 0.096
H 14.47 5.63 20.23 0.046
H 10.78 6.38 21.10 0.067
H 16.10 17.12 22.26 0.020
O 14.89 10.43 9.82 -0.377
C 8.02 10.61 19.58 -0.225
N 15.00 10.08 20.48 0.050
H 11.63 15.91 21.08 0.097
N 9.19 10.73 20.29 0.022
H 13.02 16.35 18.79 0.106
H 9.31 11.01 23.64 0.116
C 15.16 11.15 21.01 -0.333
H 13.03 9.28 22.68 0.101
H 14.99 7.25 20.96 0.060
C 12.37 10.29 25.80 -0.063
C 12.09 11.45 13.08 -0.210
C 15.66 12.18 21.64 -0.240
H 12.62 6.20 17.67 0.063
N 11.04 11.03 22.50 0.010
O 13.07 8.66 9.73 -0.379
H 10.78 12.89 17.38 0.088
C 11.93 11.42 23.56 -0.184
C 6.89 10.84 20.35 -0.170
C 14.46 6.73 20.09 -0.188
H 5.89 10.80 19.93 0.070
H 12.82 11.83 23.07 0.111
H 14.26 14.54 24.28 0.020
C 18.31 14.39 23.74 -0.241
H 11.32 12.99 10.19 0.114
C 13.72 8.21 24.52 -0.085
O 12.18 13.39 19.56 0.041
H 11.54 7.71 22.03 0.035
N 12.99 15.34 18.72 0.157
H 10.80 16.24 19.49 0.051
H 10.94 13.27 12.65 0.093
H 11.34 5.59 18.86 0.046
H 15.21 15.86 25.05 0.007
H 18.77 15.37 24.11 0.015
H 12.79 9.41 14.57 0.120
N 12.85 10.48 12.55 0.162
O 12.78 8.82 19.64 -0.446
C 8.81 10.90 21.58 -0.368
C 11.15 15.50 20.17 -0.006
H 18.78 14.10 22.80 0.001
C 11.72 12.27 10.95 -0.144
C 12.21 10.15 16.56 -0.096
H 11.08 13.40 14.95 0.112
H 17.41 16.27 21.47 0.009
Na 11.62 10.90 19.95 0.290
```

The net charge is -2. Its energy relative to the best compared isomer or geometry (same formula, charge and spin) is 0.00 kcal/mol. The calculation puts the gap between HOMO and LUMO at 2.5 eV.

***

[3]
ORCA calculation (wB97M-V/def2-TZVPD) on a 7-piece molecular cluster, C32H41NO27S8 overall.

```
109
Properties=species:S:1:pos:R:3:lowdin_charge:R:1
H 8.05 -6.17 -2.14 0.138
H 0.46 9.22 6.73 0.135
O 3.75 0.64 -5.94 -0.180
H -7.03 -2.09 0.52 0.095
H -1.23 6.83 2.22 0.142
O -0.59 5.36 3.55 -0.196
O 1.07 -3.75 1.92 0.128
H -4.98 -0.75 -4.84 0.115
H 6.34 -0.30 -6.09 0.140
O 0.46 11.24 4.84 -0.185
C -6.82 -2.78 -0.34 -0.075
H -5.13 -1.52 -0.98 0.099
H -0.48 -4.21 -2.06 0.035
S -1.64 -3.71 -4.16 0.875
H 1.37 -3.86 4.72 0.124
H -0.99 -3.54 5.22 0.134
H 1.23 -5.63 4.88 0.135
H 1.37 7.22 1.67 0.139
S -3.42 3.86 0.44 0.606
C -4.24 -0.55 -4.03 0.013
O -4.75 3.64 -0.01 -0.216
H -2.42 2.16 -2.53 0.098
O 1.73 -1.71 0.99 0.119
C -2.99 2.90 2.70 -0.160
O -1.16 -5.32 6.23 -0.190
O -0.64 9.33 3.72 -0.235
O -1.89 11.46 4.10 -0.205
H -2.50 3.14 3.64 0.131
H -0.21 -5.49 -3.31 0.081
C 1.52 -2.58 -1.25 -0.080
H -3.87 2.27 2.90 0.134
C 5.74 -0.33 -5.18 -0.176
O 2.37 -1.30 -5.24 -0.231
C -0.12 10.14 6.83 -0.167
O -2.65 2.45 0.43 -0.210
C -0.36 6.57 2.82 -0.164
C -3.76 -1.63 -3.15 -0.265
C 1.51 -3.68 -0.42 0.106
C 4.85 0.89 -5.07 -0.163
H 1.13 -3.57 -4.66 0.102
C -3.72 0.82 -3.78 -0.065
C 1.16 -3.79 -3.56 -0.231
C 1.46 -1.29 -0.36 -0.341
C 1.42 -3.06 1.00 -0.412
O 1.12 -4.59 6.65 -0.191
H 0.18 12.28 6.59 0.135
O -3.44 4.09 2.04 -0.188
H -1.55 0.18 -0.99 0.088
O 4.83 -1.43 -5.28 -0.217
C -7.35 -4.79 -1.71 -0.080
H 1.53 -4.74 -0.75 0.140
H -8.50 -4.14 0.17 0.093
C -2.27 0.03 -1.83 -0.043
H -1.94 1.16 1.91 0.140
H 5.36 1.81 -5.36 0.137
H -4.11 1.65 -4.43 0.101
C -5.36 -3.30 -2.40 -0.243
C 1.57 -2.48 -2.80 -0.140
H 6.85 -4.17 -0.80 0.137
S 0.80 4.59 3.78 0.625
O 6.28 -3.46 -2.67 -0.194
C 0.62 11.33 6.26 -0.167
H -1.07 2.71 1.72 0.108
H -6.05 -5.13 -3.48 0.110
C -2.78 1.11 -2.71 -0.066
O 1.26 -0.16 -0.65 0.177
C 7.88 -5.15 -2.46 -0.168
H 1.93 -4.59 -3.36 0.120
H 0.81 -1.69 -3.09 0.132
C -5.69 -2.45 -1.24 -0.002
O -1.29 10.02 6.01 -0.182
C -0.65 -4.57 5.12 -0.170
C -0.25 -4.37 -3.14 -0.509
H 5.83 -5.25 -1.78 0.133
O 0.25 -6.61 7.77 -0.224
C 0.86 -4.66 5.25 -0.178
C 0.87 6.30 1.98 -0.152
O -0.58 -4.35 8.43 -0.222
O 7.62 -5.09 -3.86 -0.183
S -0.94 10.49 4.50 0.644
O 7.61 -2.74 -4.61 -0.219
O 0.69 3.30 3.19 -0.234
H -7.99 -5.70 -1.88 0.097
S 3.50 -0.96 -6.05 0.640
C 6.65 -4.54 -1.81 -0.168
C -7.67 -3.95 -0.54 -0.081
C -6.26 -4.46 -2.60 -0.051
C -3.14 -3.90 -3.12 -0.992
C -2.79 -1.33 -2.08 -0.048
H -0.40 10.28 7.87 0.138
O 5.59 -4.18 -4.93 -0.206
H 0.62 5.71 1.10 0.133
C -2.05 2.23 1.71 -0.160
O -2.56 4.83 -0.14 -0.233
S -3.09 -5.13 -1.99 0.676
H -2.38 -2.12 -1.40 0.105
S 6.73 -3.78 -4.18 0.622
O 1.72 5.51 2.82 -0.185
N -4.25 -3.00 -3.30 -0.088
O 1.22 4.79 5.12 -0.218
H 6.40 -0.44 -4.32 0.127
H 8.78 -4.55 -2.25 0.134
H 2.55 -2.07 -3.16 0.112
O 3.61 -1.33 -7.42 -0.204
S -0.11 -5.28 7.45 0.624
H -0.18 7.37 3.54 0.092
H 1.68 11.32 6.52 0.137
H -1.01 -4.98 4.18 0.135
H 4.46 1.01 -4.05 0.134
```

The net charge is 0. Its structure (SMILES) is O=C1C=C(CCCSC(=S)N(c2ccccc2)c2ccccc2)C(=O)O1.O=S1(=O)OCCO1.O=S1(=O)OCCO1.O=S1(=O)OCCO1.O=S1(=O)OCCO1.O=S1(=O)OCCO1.O=S1(=O)OCCO1. The calculation puts the gap between HOMO and LUMO at 7.3 eV.

***

[4]
ORCA calculation (wB97M-V/def2-TZVPD) on a 8-piece molecular cluster, C32H42F7IN2O21PS overall.

```
107
Properties=species:S:1:pos:R:3:lowdin_charge:R:1
O -3.27 0.69 1.32 0.047
H 2.67 -4.64 0.06 0.134
C 0.46 6.96 7.56 -0.050
H 0.02 6.83 -3.39 0.073
H -1.78 5.37 -1.37 0.112
C -2.80 0.15 2.56 -0.033
H 1.69 6.27 -3.22 0.072
F -8.03 -6.71 -1.11 0.085
H -0.47 -0.31 -0.56 0.095
H -0.91 2.83 -2.72 0.105
H 4.66 7.40 2.70 0.154
C -0.68 -6.11 -2.80 -0.607
O -3.93 -6.73 0.58 0.175
H 3.01 1.92 2.26 -0.004
C 0.24 5.07 -2.13 -0.258
O 1.92 -5.24 -6.79 0.136
C 4.51 -2.23 0.83 -0.599
H 1.84 -0.80 -3.59 0.049
H 0.84 7.71 8.27 0.146
C 4.23 -4.34 1.57 -0.304
H 1.40 5.72 6.00 0.147
F -3.56 -6.13 -4.51 0.085
O 3.62 -2.80 -0.02 0.010
P 2.29 1.05 1.41 0.440
H 3.10 1.00 0.27 -0.003
O -0.27 5.96 8.27 0.071
H -1.04 -0.92 1.81 0.094
N -1.02 2.69 -0.07 0.025
O -5.92 -6.46 1.60 0.082
I 0.52 -2.70 -2.29 0.998
H 3.70 -3.59 -5.46 0.145
C -7.20 -7.19 -0.15 -0.308
F 1.41 -3.08 -6.34 0.058
C 0.85 2.02 0.89 -0.333
C -7.27 -6.39 1.14 -0.040
H -3.53 -6.16 -1.53 0.101
H 4.34 -4.67 -0.56 0.149
O 2.66 6.87 2.61 0.094
H -2.14 0.87 3.05 0.137
H 0.72 4.25 -2.66 0.101
C -2.17 2.83 -0.99 -0.098
C 1.22 0.22 -1.77 -0.310
O 1.68 5.11 3.61 0.132
H -0.83 0.82 -1.84 0.111
C -5.11 -6.72 0.55 -0.549
H -2.64 1.85 -1.09 0.104
C 0.74 6.40 -2.69 -0.094
H -1.37 4.37 1.21 0.174
O -1.40 -6.40 -3.92 0.132
C 0.97 -0.72 -2.94 -0.604
S 1.71 -0.64 2.14 0.288
O 0.30 3.99 9.21 0.194
O 3.13 -7.15 -6.84 0.195
C -0.09 0.58 -1.07 -0.147
C -3.34 -0.32 0.41 -0.563
H 0.11 -0.40 -3.53 0.048
C 1.68 -4.29 -5.78 -0.333
H -3.09 -4.73 -2.50 0.148
H -2.89 3.48 -0.48 0.140
H -1.63 5.41 -3.12 0.111
H 1.91 -0.27 -1.07 0.065
C 2.98 -4.28 -5.02 -0.073
H 2.86 -4.06 -3.96 0.091
H -2.57 3.31 -3.02 0.128
H 0.81 -4.60 -5.19 0.145
O 5.02 -3.16 1.67 0.142
O -3.76 -0.19 -0.69 0.170
C -1.29 4.88 -2.23 -0.193
C -2.75 -6.59 -3.53 -0.297
H 3.82 7.82 1.18 0.146
H -2.93 -7.66 -3.40 0.178
O -1.50 -5.82 -1.77 0.053
O -2.81 -1.45 0.92 0.141
H 1.69 1.13 -2.18 0.123
C -2.84 -5.77 -2.26 -0.036
C 2.56 5.58 2.95 -0.562
C 1.61 6.16 6.98 -0.321
H 3.49 -4.33 2.37 0.175
F 5.55 5.39 1.48 0.106
C -1.74 3.42 -2.32 -0.154
C 3.66 -4.22 0.17 -0.043
C -0.03 1.72 -0.11 -0.168
F -2.14 -2.09 2.99 0.103
O 0.51 -6.09 -2.75 0.112
F 5.03 -5.42 1.72 0.091
H 3.84 5.44 0.47 0.172
C 0.57 4.93 8.55 -0.545
N 0.36 3.16 1.51 0.138
H -7.94 -6.80 1.88 0.142
C 3.92 7.07 1.96 -0.017
H -0.17 7.44 6.82 0.138
H -7.38 -8.26 -0.04 0.176
O 4.78 -1.08 0.84 0.113
H 0.56 4.99 -1.08 0.084
H 0.74 3.66 2.31 0.136
C -2.08 -1.10 2.09 -0.327
O -5.85 -7.00 -0.56 0.122
C 4.24 5.68 1.46 -0.302
H -3.64 -0.10 3.21 0.149
F 2.75 6.88 6.89 0.072
O 1.77 5.13 7.92 0.134
H 0.92 7.14 -1.91 0.068
O 3.45 -5.62 -5.21 0.074
H -7.53 -5.36 0.92 0.145
O 3.58 4.86 2.43 0.123
C -0.77 3.53 0.92 -0.042
C 2.86 -6.11 -6.34 -0.537
```

The net charge is +1. The calculation puts the gap between HOMO and LUMO at 9.1 eV.

***

[5]
ORCA calculation (wB97M-V/def2-TZVPD) on a 2-piece molecular cluster, C32H42N3O2 overall.

```
79
Properties=species:S:1:pos:R:3:lowdin_charge:R:1
H -1.93 -2.56 5.50 0.131
H 2.29 1.48 1.85 0.116
H -0.10 0.07 -6.53 0.097
H -0.16 1.04 6.37 0.134
H -1.75 1.28 5.63 0.124
C -3.08 5.68 -3.44 -0.067
C 0.43 2.52 2.37 -0.150
H 1.91 -7.75 -0.31 0.081
H -0.11 4.55 -1.19 0.110
C 1.21 1.30 1.80 -0.195
H 0.98 -7.88 1.19 0.097
C 0.80 0.14 2.65 -0.086
H -2.68 -0.57 6.72 0.126
H -0.47 -1.81 -3.14 0.075
H -0.31 0.82 -0.56 0.129
H -2.14 1.85 -2.91 0.133
H 0.96 1.13 0.75 0.050
C 0.98 -3.10 0.37 -0.187
C -2.21 6.64 -2.91 -0.073
C -1.62 -0.39 6.96 -0.180
O -0.93 -1.63 7.09 -0.130
H -1.54 0.07 7.95 0.134
N 0.37 0.75 -2.52 0.060
C 1.22 -3.92 -0.78 0.006
C 0.63 0.80 -6.17 -0.001
C 1.11 -3.72 1.64 0.007
H -0.38 -3.30 6.09 0.132
C -0.03 0.55 3.68 -0.245
C 2.04 -0.60 -3.86 0.016
H -1.32 2.30 3.72 0.118
C -1.76 3.92 -2.43 -0.240
C -0.02 2.14 -2.76 -0.152
C -0.94 4.88 -1.83 -0.045
C -2.88 4.33 -3.17 -0.037
H -1.44 -0.63 -4.02 0.105
H 0.71 2.81 -2.26 0.168
H 1.42 -5.54 2.75 0.126
C 0.64 -1.08 -1.00 -0.057
H 1.32 -0.81 2.61 0.077
C 0.15 2.28 -4.28 -0.362
C 1.37 -5.09 1.76 -0.013
H 0.49 1.74 -6.71 0.104
C 0.21 0.20 -1.29 0.010
C -1.44 2.46 -2.30 -0.083
C 1.54 -5.88 0.62 -0.251
C -0.26 2.04 3.66 -0.125
H 2.77 0.21 -3.83 0.110
H -0.25 -1.65 -4.90 0.097
C 1.48 -5.28 -0.64 -0.023
C -0.90 -2.35 5.85 -0.178
H -2.34 7.70 -3.15 0.109
H -0.28 -2.07 3.80 0.104
C 1.81 -7.34 0.70 -0.038
H 0.22 2.51 4.53 0.122
H 1.17 -3.51 -1.79 0.106
O 0.02 3.30 -4.94 0.103
H -0.49 6.98 -1.63 0.108
C -1.01 0.52 5.89 -0.126
H 0.95 -1.63 5.04 0.141
H 1.11 3.37 2.56 0.111
H -0.33 2.87 1.66 0.098
H 1.01 -3.10 2.54 0.092
N -0.57 -0.19 4.69 -0.071
C -0.45 -1.10 -3.97 0.019
H 2.73 -7.57 1.25 0.097
H -3.92 5.99 -4.07 0.109
H -1.57 2.15 -1.25 0.115
H 1.02 -1.64 -1.85 0.056
H 2.26 -1.29 -3.04 0.070
H 1.63 -5.89 -1.53 0.122
C 0.57 -1.73 0.23 0.047
H 1.63 0.41 -6.39 0.094
C -1.15 6.24 -2.08 -0.067
H 0.07 -1.28 1.07 0.099
C -0.13 -1.58 4.78 -0.140
N 0.47 1.04 -4.76 -0.037
C 0.62 -0.02 -3.76 -0.450
H -3.55 3.56 -3.57 0.115
H 2.14 -1.15 -4.81 0.097
```

The net charge is +1. Its energy relative to the best compared isomer or geometry (same formula, charge and spin) is 0.00 kcal/mol. The calculation puts the gap between HOMO and LUMO at 5.4 eV.

***

| no. | lowest unoccupied orbital energy (eV) | HOMO energy (eV) | energy (eV) |
| --- | --- | --- | --- |
| 1 | 3.5 | -1.9 | -360448.43196 |
| 2 | 3.1 | 0.6 | -86934.97420 |
| 3 | -0.8 | -8.1 | -177294.35955 |
| 4 | -2.7 | -11.8 | -127086.23096 |
| 5 | -4.6 | -10.0 | -42423.79664 |